This record from OMol25 describes a structure of composition C26H30CrFN3Sb. The level of theory is the ωB97M-V functional and the def2-TZVPD basis.

The calculation puts the energy above the lowest of the compared OMol25 structures with the same formula, charge and spin at 40.2 kJ/mol. As for the total charge: -1. As for the spin multiplicity: 5. Its HOMO energy (alpha / beta) is -3.44 / -5.19 eV. As for the expectation value of S²: 6.08. The value obtained for the largest force on an atom is 0.21 eV Å⁻¹. The molar mass comes out at 577.30 g/mol. As for the HOMO-LUMO gap (alpha / beta): 6.11 / 7.71 eV.

Last column: Mulliken charge in e.
Atoms and positions in Å:
Cr1 -1.398 0.941 -0.123  0.08
C1 -3.029 -3.897 2.088  -0.67
C2 -1.869 -3.132 2.020  -0.19
C3 -1.813 -2.016 1.205  0.38
C4 -2.919 -1.630 0.440  0.25
C5 -4.084 -2.403 0.505  -0.56
C6 -4.126 -3.521 1.323  -0.41
N1 -2.812 -0.477 -0.338  0.40
N2 -3.755 -0.337 -1.268  -0.80
C7 -3.593 0.858 -1.943  0.45
C8 -4.480 1.165 -2.986  -0.61
C9 -4.329 2.349 -3.681  -0.39
C10 -3.300 3.230 -3.347  -0.87
C11 -2.422 2.912 -2.316  -0.02
C12 -2.542 1.730 -1.591  0.28
H1 -3.074 -4.773 2.722  0.37
H2 -0.996 -3.411 2.598  0.29
H3 -0.893 -1.444 1.144  -0.28
H4 -4.937 -2.111 -0.089  0.41
H5 -5.036 -4.108 1.365  0.32
H6 -5.266 0.461 -3.232  0.42
H7 -5.008 2.591 -4.490  0.35
H8 -3.180 4.156 -3.897  0.40
H9 -1.613 3.602 -2.093  0.45
C13 0.414 0.587 -1.080  -0.89
C14 0.569 1.345 -2.325  0.57
C15 0.087 0.851 -3.548  -0.29
C16 0.171 1.588 -4.708  -0.76
C17 0.758 2.857 -4.689  0.59
C18 1.253 3.365 -3.488  -0.72
C19 1.159 2.617 -2.331  -0.41
C20 0.855 3.628 -5.892  0.02
N3 0.937 4.244 -6.862  -0.59
H10 1.160 0.859 -0.332  0.18
H11 0.432 -0.495 -1.250  0.33
H12 -0.394 -0.120 -3.566  0.38
H13 -0.224 1.195 -5.635  0.42
H14 1.709 4.346 -3.469  0.41
H15 1.536 3.024 -1.399  0.42
C21 4.602 -1.264 0.692  -1.13
C22 4.036 -0.528 1.900  -0.84
Sb1 1.964 -1.015 2.253  0.56
C23 1.822 0.093 4.092  -0.91
C24 1.677 1.587 3.816  -0.96
C25 2.331 -2.964 3.134  -0.82
C26 3.497 -3.075 4.106  -1.12
H16 5.654 -1.026 0.521  0.36
H17 4.053 -1.008 -0.217  0.26
H18 4.531 -2.348 0.815  0.29
H19 4.083 0.552 1.752  0.44
H20 4.604 -0.751 2.806  0.45
H21 2.705 -0.118 4.702  0.41
H22 0.953 -0.287 4.632  0.49
H23 2.521 1.966 3.232  0.27
H24 1.645 2.163 4.744  0.37
H25 0.775 1.798 3.241  0.14
H26 2.452 -3.662 2.302  0.45
H27 1.394 -3.242 3.624  0.37
H28 4.449 -2.865 3.614  0.23
H29 3.572 -4.078 4.535  0.42
H30 3.399 -2.373 4.936  0.27
F1 -0.668 1.820 1.329  -0.72

This record from OMol25 describes the molecule C4H7NO in a non-equilibrium geometry. The level of theory is the ωB97M-V functional and the def2-TZVPD basis.

As for the SMILES: O=CNC1CC1. The calculation puts the energy above the lowest of the compared OMol25 structures with the same formula, charge and spin at 270.6 kJ/mol. As for the total charge: 0. Its HOMO energy is -9.74 eV. The value obtained for the largest force on an atom is 3.29 eV Å⁻¹. The molar mass comes out at 85.11 g/mol. As for the HOMO-LUMO gap: 10.76 eV.

Last column: Mulliken charge in e.
Atoms and positions in Å:
O1 3.030 -1.399 -0.140  -0.47
C1 2.104 -0.689 -0.440  0.17
N1 0.804 -0.761 0.091  -0.33
C2 -0.120 0.276 -0.311  -0.06
C3 -1.069 0.570 0.866  -0.85
C4 -1.558 0.010 -0.446  -0.50
H1 2.227 0.117 -1.200  0.23
H2 0.608 -0.367 1.029  0.33
H3 0.335 1.129 -0.808  0.36
H4 -1.156 -0.144 1.700  0.36
H5 -1.220 1.601 1.160  0.27
H6 -2.116 0.684 -1.077  0.23
H7 -1.869 -1.028 -0.424  0.26

This record from OMol25 describes a cluster of 2 separate species, C2H11N4O in total in a non-equilibrium geometry. The level of theory is the ωB97M-V functional and the def2-TZVPD basis.

The calculation puts the energy above the lowest of the compared OMol25 structures with the same formula, charge and spin at 355.7 kJ/mol. As for the total charge: +1. Its HOMO energy is -13.94 eV. The value obtained for the largest force on an atom is 3.42 eV Å⁻¹. The molar mass comes out at 107.14 g/mol. As for the HOMO-LUMO gap: 10.97 eV.

Last column: Mulliken charge in e.
Atoms and positions in Å:
C1 0.265 -0.952 -1.672  -1.51
C2 -0.404 -0.866 -0.338  0.91
N1 1.481 0.509 1.449  -0.76
N2 -1.196 1.342 -0.875  -0.59
N3 -1.201 0.094 -0.101  0.79
N4 -1.918 0.002 1.058  -0.76
O1 -0.188 -1.856 0.550  -0.43
H1 1.105 -1.683 -1.595  0.39
H2 0.590 -0.061 -2.165  0.40
H3 -0.463 -1.477 -2.305  0.41
H4 0.850 1.378 1.350  0.22
H5 2.375 1.059 1.308  0.28
H6 -0.878 1.263 -1.804  0.24
H7 -2.178 1.626 -0.879  0.32
H8 1.558 0.245 2.534  0.27
H9 -1.941 0.706 1.837  0.23
H10 -2.446 -0.821 1.214  0.21
H11 0.205 -2.633 0.100  0.38

This record from OMol25 describes a structure of composition C29H46AsGdN10O5PS7 in a non-equilibrium geometry. The level of theory is the ωB97M-V functional and the def2-TZVPD basis.

As for the total charge: -1. As for the spin multiplicity: 8. Its HOMO energy (alpha / beta) is -5.23 / -5.23 eV. As for the expectation value of S²: 16.01. The value obtained for the largest force on an atom is 2.88 eV Å⁻¹. The molar mass comes out at 1102.37 g/mol. As for the HOMO-LUMO gap (alpha / beta): 7.24 / 5.26 eV.

Last column: Mulliken charge in e.
Atoms and positions in Å:
Gd1 0.547 -1.356 0.281  -0.44
N1 3.188 -2.331 3.126  0.12
C1 3.405 -1.133 2.506  -0.24
N2 4.396 -0.307 2.832  -0.47
N3 4.259 0.726 1.999  -0.94
N4 3.248 0.537 1.217  0.01
N5 2.665 -0.652 1.503  0.95
C2 2.154 -3.173 2.798  0.10
N6 1.949 -4.347 3.371  -0.74
N7 0.865 -4.836 2.750  -0.71
N8 0.445 -4.008 1.862  -0.06
N9 1.238 -2.912 1.857  0.53
H1 3.807 -2.603 3.869  0.25
C3 -5.294 3.098 -2.010  -0.60
C4 -4.640 2.335 -3.151  -0.88
S1 -3.024 1.550 -2.819  0.07
C5 -2.065 2.965 -2.183  -1.20
C6 -2.082 3.188 -0.648  -1.03
S2 -2.488 1.693 0.332  0.35
C7 -3.781 2.334 1.442  -0.38
C8 -5.017 2.975 0.813  -1.09
S3 -5.800 2.080 -0.573  -0.07
H2 -6.209 3.557 -2.389  0.50
H3 -4.638 3.886 -1.642  0.17
H4 -4.518 3.010 -4.002  0.44
H5 -5.275 1.503 -3.459  0.41
H6 -2.439 3.852 -2.698  0.55
H7 -1.051 2.770 -2.527  0.43
H8 -2.816 3.949 -0.383  0.63
H9 -1.098 3.517 -0.311  0.35
H10 -3.327 3.050 2.131  0.07
H11 -4.062 1.438 1.998  0.49
H12 -4.810 3.984 0.457  0.37
H13 -5.789 3.048 1.581  0.53
O1 0.740 1.048 -3.413  -0.58
S4 0.097 0.126 -2.395  0.35
N10 0.276 0.549 -0.942  -0.38
C9 -5.181 -1.780 -0.448  -1.02
C10 -4.554 -1.995 -1.814  1.06
C11 -5.136 -3.213 -2.523  -1.46
O2 -3.122 -2.095 -1.766  -0.36
P1 -2.159 -2.864 -0.747  1.00
S5 -0.465 -2.999 -1.793  -0.53
S6 -2.139 -1.962 1.044  -0.53
O3 -2.940 -4.279 -0.682  -0.08
C12 -2.593 -5.563 -0.106  0.62
C13 -2.762 -5.534 1.406  -1.12
C14 -1.206 -6.059 -0.483  -1.26
H14 -6.255 -1.621 -0.555  0.48
H15 -4.734 -0.912 0.032  -0.05
H16 -5.005 -2.653 0.182  0.24
H17 -4.715 -1.108 -2.432  -0.05
H18 -5.025 -4.092 -1.891  0.19
H19 -4.607 -3.385 -3.460  0.35
H20 -6.194 -3.049 -2.738  0.48
H21 -3.345 -6.221 -0.554  0.20
H22 -1.950 -4.958 1.846  0.09
H23 -2.717 -6.550 1.801  0.49
H24 -3.714 -5.077 1.678  0.25
H25 -0.457 -5.468 0.035  0.13
H26 -1.038 -5.986 -1.556  0.33
H27 -1.101 -7.099 -0.167  0.50
C15 3.881 -1.100 -3.387  -1.28
As1 3.403 -0.663 -1.549  0.92
C16 3.230 1.261 -1.654  -0.95
C17 5.022 -1.199 -0.605  -1.20
O4 2.175 -1.696 -1.160  -0.26
H28 4.734 -0.514 -3.727  0.40
H29 3.014 -0.897 -4.015  0.32
H30 4.112 -2.164 -3.435  0.37
H31 4.238 1.674 -1.653  0.51
H32 2.660 1.626 -0.809  0.00
H33 2.707 1.478 -2.584  0.45
H34 5.834 -1.337 -1.317  0.50
H35 4.780 -2.149 -0.129  0.26
H36 5.316 -0.478 0.153  0.38
O5 -0.099 0.090 1.994  0.63
S7 0.553 1.430 2.082  0.70
C18 -0.626 2.436 3.035  0.49
C19 -0.561 3.816 2.958  -0.20
C20 -1.388 4.584 3.768  -0.84
C21 -2.266 3.967 4.647  -0.53
C22 -2.337 2.579 4.699  -0.78
C23 -1.522 1.810 3.885  -0.48
C24 1.568 1.324 3.585  0.56
C25 1.443 0.196 4.376  -0.46
C26 2.180 0.107 5.547  -0.75
C27 3.036 1.137 5.906  -0.58
C28 3.170 2.250 5.090  -0.72
C29 2.440 2.346 3.917  -0.41
H37 0.136 4.288 2.274  0.46
H38 -1.340 5.664 3.714  0.42
H39 -2.898 4.566 5.290  0.39
H40 -3.026 2.092 5.377  0.42
H41 -1.570 0.727 3.890  0.41
H42 0.791 -0.608 4.055  0.32
H43 2.093 -0.774 6.170  0.49
H44 3.615 1.069 6.818  0.39
H45 3.859 3.042 5.354  0.42
H46 2.555 3.196 3.255  0.44